Formula: C5H8N2
Source: the OMol25 dataset
Level of theory: ωB97M-V/def2-TZVPD

Results
**Total charge**: 0
**Total energy**: -8292.6011 eV
**HOMO energy**: -7.26 eV
**SMILES string**: CC1=C=C(N)CN1
**LUMO energy**: 0.85 eV

Geometry as XYZ:
```
15
Properties=species:S:1:pos:R:3:mulliken_charge:R:1
C -0.74 -0.93 2.14 -1.27
C -0.28 -0.31 0.85 0.91
C 0.48 0.87 0.73 -1.42
C 0.62 0.92 -0.65 0.62
N 1.29 1.89 -1.34 -0.44
C -0.14 -0.15 -1.41 -0.53
N -0.62 -0.94 -0.31 -0.14
H -0.35 -1.95 2.24 0.33
H -0.38 -0.32 2.97 0.32
H -1.83 -0.98 2.17 0.32
H -0.97 0.32 -1.95 0.24
H 1.77 1.63 -2.20 0.25
H 1.80 2.52 -0.74 0.28
H 0.46 -0.74 -2.12 0.36
H -1.11 -1.81 -0.39 0.19
```



Formula: C27H24BrFN6O3RuS
Source: the OMol25 dataset
Level of theory: ωB97M-V/def2-TZVPD

Results
**Spin multiplicity**: 2
**Total charge**: +1
**Total energy**: -129643.0620 eV
**HOMO energy (spin up / spin down)**: -10.64 / -10.73 eV
**LUMO energy (spin up / spin down)**: -4.38 / -3.83 eV

Geometry as XYZ:
```
64
Properties=species:S:1:pos:R:3:mulliken_charge:R:1
Ru 1.07 1.57 0.06 1.01
C 3.06 3.95 -3.19 -1.48
C 2.87 3.25 -1.89 1.06
N 1.77 3.41 -1.19 0.49
N 0.92 4.35 -1.53 -1.06
C -0.24 4.44 -0.94 0.73
N -0.97 5.54 -1.12 -0.40
S -0.92 3.20 0.06 -0.33
C 3.87 2.40 -1.28 0.30
C 5.22 2.40 -1.65 -0.88
C 6.11 1.59 -0.95 -0.36
C 5.62 0.79 0.07 -0.92
C 4.27 0.85 0.38 -0.01
N 3.44 1.64 -0.26 0.26
H 2.12 3.91 -3.75 0.41
H 3.85 3.50 -3.78 0.45
H 3.28 5.01 -3.03 0.31
H -0.63 6.27 -1.72 0.24
H -1.91 5.59 -0.76 0.21
H 5.59 3.03 -2.44 0.34
H 7.16 1.58 -1.20 0.44
H 6.27 0.13 0.63 0.43
H 3.85 0.23 1.16 0.37
C -2.45 -5.36 -1.84 -1.41
C -2.36 -4.82 -0.41 -0.23
C -3.65 -4.98 0.38 -1.02
C -4.75 -4.11 -0.23 -1.17
C -4.28 -2.70 -0.40 1.13
C -5.19 -1.66 -0.43 -0.71
C -4.75 -0.34 -0.60 0.18
F -5.65 0.64 -0.63 -0.35
C -3.42 -0.04 -0.72 -1.20
C -2.48 -1.07 -0.66 0.47
C -1.06 -0.73 -0.71 1.66
O -0.70 0.45 -0.92 -1.16
C -0.18 -1.83 -0.49 0.09
C -0.67 -3.11 -0.38 -0.28
N -1.97 -3.42 -0.44 0.17
C -2.91 -2.41 -0.51 -0.39
C 1.29 -1.60 -0.18 0.03
O 1.86 -2.50 0.44 -0.71
O 1.79 -0.50 -0.53 -0.62
H -2.79 -6.39 -1.81 0.40
H -1.47 -5.33 -2.31 0.39
H -3.13 -4.78 -2.46 0.38
H -1.56 -5.37 0.10 0.49
H -3.48 -4.67 1.42 0.35
H -3.94 -6.03 0.39 0.43
H -5.64 -4.13 0.41 0.47
H -5.06 -4.52 -1.20 0.36
H -6.24 -1.84 -0.31 0.54
H -3.08 0.98 -0.83 0.61
H 0.04 -3.92 -0.26 0.49
Br 1.51 1.71 7.01 -0.10
C 1.25 1.63 5.13 0.28
C 0.85 2.76 4.43 -0.75
C 0.71 2.67 3.06 -0.19
N 0.93 1.53 2.39 0.17
C 1.28 0.44 3.07 -0.28
C 1.46 0.45 4.44 -0.84
H 0.65 3.69 4.94 0.45
H 0.40 3.53 2.48 0.41
H 1.43 -0.47 2.50 0.43
H 1.75 -0.45 4.96 0.46
```



Formula: C21H25N5O4
Source: the OMol25 dataset
Level of theory: ωB97M-V/def2-TZVPD

Results
**Total charge**: 0
**Total energy**: -37821.7235 eV
**HOMO energy**: -8.54 eV
**SMILES string**: CCCO[C@@H]1CCCN(C(=O)c2cc(COc3ccc(-n4cncn4)cc3)on2)C1
**LUMO energy**: 0.61 eV

Geometry as XYZ:
```
55
Properties=species:S:1:pos:R:3:mulliken_charge:R:1
C 1.41 -2.35 -2.49 -1.25
C 0.87 -0.99 -2.90 0.00
C 1.89 0.12 -2.67 -0.55
O 2.07 0.25 -1.27 -0.03
C 3.15 1.06 -0.85 0.19
C 3.31 0.83 0.65 -1.14
C 2.06 1.30 1.38 -0.29
H 2.18 1.20 2.46 0.43
H 1.21 0.68 1.07 0.11
C 1.76 2.76 1.03 -1.06
N 1.66 2.92 -0.41 0.06
C 0.52 2.95 -1.13 0.69
O 0.53 3.01 -2.35 -0.70
C -0.78 2.86 -0.43 0.50
N -1.09 3.24 0.78 -0.69
O -2.38 2.90 1.00 -0.19
C -2.87 2.29 -0.08 -0.09
C -1.91 2.24 -1.05 0.06
H -1.95 1.85 -2.04 0.54
C -4.26 1.72 -0.02 -0.66
O -4.41 0.83 1.07 -0.49
C -3.54 -0.22 1.20 0.29
C -3.50 -0.83 2.45 -0.80
C -2.64 -1.88 2.69 -0.25
C -1.81 -2.35 1.67 0.85
C -1.87 -1.77 0.41 -0.66
C -2.74 -0.71 0.17 -0.31
H -2.77 -0.29 -0.82 0.32
H -1.26 -2.13 -0.39 0.33
N -0.93 -3.40 1.95 0.69
C 0.09 -3.90 1.21 0.22
N 0.67 -4.88 1.85 -0.66
C -0.04 -4.97 2.99 -0.19
N -1.01 -4.09 3.09 -1.06
H 0.17 -5.69 3.76 0.44
H 0.39 -3.52 0.26 0.19
H -2.60 -2.35 3.66 0.49
H -4.14 -0.44 3.23 0.44
H -4.98 2.51 0.18 0.36
H -4.50 1.24 -0.97 0.30
C 2.88 2.56 -1.10 -1.45
H 2.75 2.77 -2.16 0.50
H 3.71 3.15 -0.71 0.49
H 0.83 3.10 1.49 0.57
H 2.58 3.40 1.37 0.35
H 3.47 -0.24 0.84 0.44
H 4.19 1.37 1.00 0.41
H 4.07 0.77 -1.39 0.38
H 1.52 1.06 -3.10 0.30
H 2.85 -0.13 -3.15 0.37
H 0.60 -1.00 -3.96 0.44
H -0.02 -0.75 -2.32 -0.19
H 0.64 -3.12 -2.59 0.40
H 2.26 -2.63 -3.11 0.41
H 1.74 -2.32 -1.45 0.17
```



Formula: C12H11CeF2N
Source: the OMol25 dataset
Level of theory: ωB97M-V/def2-TZVPD

Results
**Total charge**: +2
**Total energy**: -32454.8013 eV
**HOMO energy (spin up / spin down)**: -15.67 / -15.67 eV
**LUMO energy (spin up / spin down)**: -10.10 / -10.10 eV

Geometry as XYZ:
```
27
Properties=species:S:1:pos:R:3:mulliken_charge:R:1
Ce 0.74 -0.37 -0.42 1.35
C 2.16 -0.80 -2.23 -0.97
H 2.31 -1.43 -3.13 0.42
H 2.63 0.21 -2.25 0.35
H 2.82 -1.37 -1.46 0.31
H 0.82 0.09 2.02 0.04
H 0.07 0.00 2.00 0.17
F -0.95 5.14 -0.88 -0.26
C -1.36 3.84 -0.69 0.17
C -0.39 2.85 -0.66 -0.68
C -0.81 1.54 -0.50 0.26
C -2.17 1.19 -0.29 0.10
C -3.09 2.27 -0.34 0.34
F -4.45 2.06 -0.23 -0.28
C -2.71 3.59 -0.53 -0.67
C -2.58 -0.20 -0.02 0.61
C -3.87 -0.62 0.33 -0.62
C -4.10 -1.95 0.61 -0.36
C -3.06 -2.88 0.59 -0.81
C -1.78 -2.44 0.25 0.05
N -1.56 -1.13 -0.05 -0.25
H 0.67 3.11 -0.78 0.44
H -3.45 4.39 -0.57 0.51
H -4.67 0.11 0.38 0.54
H -5.10 -2.28 0.85 0.48
H -3.20 -3.92 0.85 0.43
H -0.90 -3.08 0.21 0.36
```



Formula: C24H33HfN2
Source: the OMol25 dataset
Level of theory: ωB97M-V/def2-TZVPD

Results
**Total charge**: +1
**Total energy**: -29699.0300 eV
**HOMO energy**: -10.03 eV
**LUMO energy**: -3.51 eV

Geometry as XYZ:
```
60
Properties=species:S:1:pos:R:3:mulliken_charge:R:1
C 0.34 0.04 2.30 0.43
C -0.72 0.98 2.08 1.10
C -0.21 2.05 1.26 0.15
C 1.19 1.79 1.03 0.81
C 1.52 0.54 1.66 0.77
Hf -0.19 0.08 -0.15 1.00
C 1.33 0.94 -3.89 0.67
C 1.36 -0.11 -2.93 -0.74
H 0.84 -1.06 -3.15 0.46
C 1.81 0.00 -1.56 -1.27
H 2.47 0.84 -1.36 0.45
H 2.28 -0.90 -1.15 0.60
C 0.10 0.70 -4.82 -0.98
H -0.49 -0.13 -4.41 0.16
H -0.61 1.53 -4.71 0.19
H 0.16 0.53 -5.91 0.36
C 1.14 2.31 -3.20 -0.95
H 0.74 2.18 -2.19 -0.02
H 1.94 3.07 -3.10 0.30
H 0.30 2.85 -3.64 0.38
C -2.03 0.95 2.77 -1.80
H -2.43 -0.08 2.80 0.36
H -1.98 1.29 3.82 0.31
H -2.77 1.57 2.26 0.50
C -0.96 3.27 0.87 -1.20
H -1.97 3.01 0.54 0.14
H -1.05 3.99 1.70 0.31
H -0.46 3.79 0.04 0.29
C 2.17 2.77 0.49 -1.41
H 1.66 3.56 -0.09 0.29
H 2.73 3.28 1.29 0.35
H 2.91 2.30 -0.16 0.36
C 2.88 -0.03 1.80 -1.67
H 3.52 0.24 0.95 0.35
H 3.36 0.34 2.72 0.32
H 2.86 -1.13 1.86 0.37
C 0.28 -1.05 3.31 -1.53
H 1.07 -1.79 3.15 0.38
H 0.41 -0.66 4.34 0.34
H -0.69 -1.56 3.28 0.32
C -2.54 0.46 -0.92 0.12
C -3.10 0.73 -2.32 -0.63
C -3.58 0.85 -0.04 -0.84
C -3.11 2.15 -2.30 -0.27
H -2.88 0.39 -3.35 0.34
C -4.33 2.02 -0.29 -0.66
H -3.75 0.29 0.88 0.65
C -3.97 2.76 -1.38 -0.44
H -2.51 2.79 -2.94 0.38
H -5.17 2.29 0.37 0.37
H -4.27 3.81 -1.49 0.40
N -0.97 -4.02 -0.46 0.00
C 0.21 -4.29 0.21 -0.72
C 0.76 -3.11 0.55 -0.32
N -0.12 -2.08 0.06 0.11
C -1.14 -2.71 -0.54 -0.35
H -1.62 -4.72 -0.85 0.28
H 0.57 -5.30 0.39 0.40
H 1.65 -2.85 1.08 0.40
H -2.00 -2.21 -1.00 0.50
```



Formula: C6H8N
Source: the OMol25 dataset
Level of theory: ωB97M-V/def2-TZVPD

Results
**Total charge**: +1
**Total energy**: -7829.3381 eV
**HOMO energy**: -15.44 eV
**LUMO energy**: -5.19 eV

Geometry as XYZ:
```
15
Properties=species:S:1:pos:R:3:mulliken_charge:R:1
C 2.10 -0.68 -0.15 0.54
C 1.15 -1.51 0.44 -0.55
C 0.46 1.15 0.83 -0.82
C 1.26 1.04 -0.51 -0.22
C 0.15 0.06 -0.07 0.92
C -1.19 -0.18 -0.65 -1.34
N 2.61 0.33 -0.40 -0.29
H 0.76 -2.20 -0.37 0.30
H 1.32 -1.84 1.40 0.38
H 0.93 1.10 1.82 0.24
H -0.21 1.98 1.03 0.31
H 1.29 1.89 -1.19 0.41
H -1.56 0.79 -0.98 0.40
H -1.94 -0.48 0.03 0.36
H -1.22 -0.68 -1.65 0.36
```



Formula: C2HCl3FN
Source: the OMol25 dataset
Level of theory: ωB97M-V/def2-TZVPD

Results
**Total charge**: 0
**Total energy**: -43861.2099 eV
**HOMO energy (spin up / spin down)**: -10.37 / -10.37 eV
**LUMO energy (spin up / spin down)**: -1.66 / -1.66 eV

Geometry as XYZ:
```
8
Properties=species:S:1:pos:R:3:mulliken_charge:R:1
C -0.48 -1.26 0.08 0.14
C -0.64 -2.67 0.31 0.58
N 0.26 -0.39 -0.25 -0.25
F -2.52 -0.39 0.70 -0.65
Cl -2.31 -3.24 0.32 -0.01
Cl 0.26 -3.55 -0.99 -0.09
Cl 0.13 -2.98 1.89 -0.09
H 0.11 0.61 -0.28 0.37
```



Formula: C3H6HgO4
Source: the OMol25 dataset
Level of theory: ωB97M-V/def2-TZVPD

Results
**Total charge**: +2
**Total energy**: -15551.7520 eV
**HOMO energy**: -19.45 eV
**LUMO energy**: -11.65 eV

Geometry as XYZ:
```
14
Properties=species:S:1:pos:R:3:mulliken_charge:R:1
O 1.02 0.94 0.04 -0.25
C -0.17 0.41 0.12 0.97
C 1.85 0.42 1.10 -0.25
O -2.25 -0.23 -2.77 -0.65
O -0.27 -0.54 1.02 -0.34
C 0.99 -0.70 1.71 -0.24
Hg -2.69 -0.21 -0.90 1.49
H 2.05 1.24 1.80 0.30
H 2.78 0.06 0.66 0.30
H 0.81 -0.58 2.78 0.29
H 1.35 -1.70 1.48 0.29
O -1.17 0.88 -0.43 -0.75
H -2.83 -0.40 -3.51 0.39
H -1.50 0.39 -3.09 0.44
```



Formula: CHF2NO2S
Source: the OMol25 dataset
Level of theory: ωB97M-V/def2-TZVPD

Results
**Total charge**: 0
**Total energy**: -22900.5590 eV
**HOMO energy (spin up / spin down)**: -11.06 / -11.06 eV
**LUMO energy (spin up / spin down)**: -2.75 / -2.75 eV

Geometry as XYZ:
```
8
Properties=species:S:1:pos:R:3:mulliken_charge:R:1
C 0.90 -1.20 -0.50 0.63
N -1.31 0.62 0.00 -0.46
O 0.28 -2.04 -1.03 -0.31
O -0.98 2.51 -0.76 -0.37
F 2.27 -1.01 -0.50 -0.17
F 0.30 -0.68 1.83 -0.28
S 0.16 0.32 0.46 0.55
H -1.62 1.48 0.49 0.40
```



Formula: C28H37N4S
Source: the OMol25 dataset
Level of theory: ωB97M-V/def2-TZVPD

Results
**Total charge**: +1
**Total energy**: -46426.7555 eV
**HOMO energy**: -9.81 eV
**LUMO energy**: -3.78 eV

Geometry as XYZ:
```
70
Properties=species:S:1:pos:R:3:mulliken_charge:R:1
C -0.91 3.29 2.91 -0.69
C -1.02 1.81 3.21 -0.70
N -2.11 1.19 2.47 -0.24
C -2.26 1.58 1.24 0.22
N -1.61 2.64 0.66 0.20
C -0.69 3.48 1.43 -0.64
C -1.65 2.93 -0.76 -0.66
C -3.02 2.67 -1.34 -0.70
C -3.29 1.18 -1.29 -0.64
S -3.44 0.59 0.40 -0.10
H -1.83 3.79 3.21 0.31
H -0.08 3.73 3.45 0.37
H -0.04 1.34 2.97 0.25
H -1.25 1.64 4.26 0.32
H -0.88 4.52 1.14 0.41
H 0.35 3.23 1.17 0.30
H -1.38 3.99 -0.88 0.36
H -0.91 2.32 -1.31 0.29
H -3.79 3.20 -0.77 0.29
H -3.05 3.01 -2.37 0.36
H -4.25 0.94 -1.75 0.39
H -2.49 0.60 -1.78 0.32
C -3.83 0.34 10.15 -1.06
N -4.71 0.63 9.04 0.08
C -5.63 1.71 9.28 -0.74
C -6.68 1.82 8.19 -0.80
C -6.01 1.82 6.82 -0.78
C -5.12 0.63 6.66 0.82
C -4.58 0.01 7.83 1.14
C -3.92 -1.23 7.69 -1.25
C -3.72 -1.77 6.45 -0.98
C -4.01 -1.04 5.25 0.37
C -3.58 -1.41 3.96 -0.37
C -2.60 -2.38 3.67 0.58
C -2.53 -2.97 2.38 -0.91
C -1.62 -3.96 2.07 0.94
C -0.75 -4.49 3.08 1.48
N 0.04 -5.56 2.82 -0.01
C 1.00 -6.07 3.78 -1.04
C 0.18 -6.14 1.50 -0.56
C -1.06 -5.95 0.65 -0.86
C -1.55 -4.51 0.69 -0.86
C -0.75 -3.85 4.35 -1.16
C -1.61 -2.81 4.62 -1.55
C -4.81 0.13 5.41 -1.25
H -3.05 -0.37 9.86 0.35
H -3.34 1.26 10.51 0.33
H -4.39 -0.09 11.00 0.32
H -6.12 1.54 10.26 0.40
H -5.07 2.66 9.36 0.39
H -7.37 0.97 8.25 0.33
H -7.25 2.74 8.33 0.37
H -6.78 1.79 6.04 0.40
H -5.45 2.75 6.68 0.30
H -3.58 -1.76 8.59 0.39
H -3.30 -2.77 6.39 0.99
H -4.05 -0.91 3.12 0.29
H -3.21 -2.62 1.61 0.34
H 0.68 -5.85 4.80 0.33
H 1.06 -7.16 3.66 0.35
H 2.01 -5.65 3.63 0.33
H 1.05 -5.71 0.98 0.29
H 0.38 -7.21 1.64 0.39
H -0.83 -6.24 -0.38 0.36
H -1.86 -6.61 1.02 0.32
H -2.54 -4.45 0.22 0.39
H -0.87 -3.89 0.07 0.30
H -0.05 -4.17 5.12 0.17
H -1.53 -2.32 5.58 0.90
H -5.17 0.65 4.52 0.46
```



Formula: C12H15ClN2O4S
Source: the OMol25 dataset
Level of theory: ωB97M-V/def2-TZVPD

Results
**Total charge**: 0
**Total energy**: -47203.1748 eV
**HOMO energy**: -8.46 eV
**SMILES string**: CCCS(=O)(=O)C/C(N)=N/OC(=O)c1ccc(Cl)cc1
**LUMO energy**: -0.76 eV

Geometry as XYZ:
```
35
Properties=species:S:1:pos:R:3:mulliken_charge:R:1
C -1.31 -4.90 1.53 -0.96
H -1.37 -3.83 1.90 0.28
H -2.32 -5.13 0.98 0.30
H -0.92 -5.61 2.21 0.39
C 0.00 -4.83 0.29 -0.81
C 1.20 -4.47 0.94 -0.14
H 1.44 -4.94 2.02 0.29
H 1.98 -4.67 0.02 0.23
S 1.25 -2.72 1.06 1.15
O 2.51 -2.31 1.78 -0.71
O -0.13 -2.30 1.74 -0.68
C 1.30 -2.05 -0.64 -0.84
C 1.36 -0.36 -0.39 0.51
N 0.10 0.06 -1.07 -0.59
O -0.04 1.41 -1.24 -0.11
C -0.09 2.28 -0.03 0.68
O 0.47 2.24 1.06 -0.67
C -0.62 3.61 -0.52 0.26
C -1.22 3.87 -2.03 -0.38
C -1.74 5.00 -2.19 -0.47
C -1.58 6.03 -1.43 0.42
C -1.26 5.78 0.04 -0.71
C -0.75 4.64 0.28 -0.19
H -0.35 4.46 1.41 0.13
H -1.16 6.66 0.33 0.55
Cl -2.31 7.69 -1.87 -0.21
H -1.90 5.26 -3.19 0.33
H -1.27 2.97 -2.71 0.35
N 2.08 0.11 0.54 -0.30
H 1.81 1.11 0.90 0.24
H 2.55 -0.48 0.91 0.17
H 2.37 -2.20 -1.01 0.38
H 0.45 -2.28 -1.17 0.49
H 0.00 -5.87 -0.06 0.38
H -0.51 -4.22 -0.39 0.24
```



Formula: C3H3FN2S
Source: the OMol25 dataset
Level of theory: ωB97M-V/def2-TZVPD

Results
**Total charge**: 0
**Total energy**: -19689.0602 eV
**HOMO energy**: -9.53 eV
**SMILES string**: Cc1snnc1F
**LUMO energy**: 0.32 eV

Geometry as XYZ:
```
10
Properties=species:S:1:pos:R:3:mulliken_charge:R:1
C 1.52 -0.16 -0.02 0.26
C 2.30 -1.13 -0.27 0.30
C 0.06 0.01 0.03 -0.98
N 3.98 -0.47 -0.13 -0.21
N 3.93 0.70 0.17 -0.06
F 2.01 -2.38 -0.58 -0.24
S 2.44 1.45 0.41 0.09
H -0.22 -0.52 -0.91 0.25
H -0.47 -0.39 0.89 0.28
H -0.33 1.13 0.03 0.32
```



Please write out number 7 again, unchanged.
Formula: C2HCl3FN
Source: the OMol25 dataset
Level of theory: ωB97M-V/def2-TZVPD

Results
**Total charge**: 0
**Total energy**: -43861.2099 eV
**HOMO energy (spin up / spin down)**: -10.37 / -10.37 eV
**LUMO energy (spin up / spin down)**: -1.66 / -1.66 eV

Geometry as XYZ:
```
8
Properties=species:S:1:pos:R:3:mulliken_charge:R:1
C -0.48 -1.26 0.08 0.14
C -0.64 -2.67 0.31 0.58
N 0.26 -0.39 -0.25 -0.25
F -2.52 -0.39 0.70 -0.65
Cl -2.31 -3.24 0.32 -0.01
Cl 0.26 -3.55 -0.99 -0.09
Cl 0.13 -2.98 1.89 -0.09
H 0.11 0.61 -0.28 0.37
```



Question: What is the total charge in the fourth record?
Answer: +2